{
  "formula": "C94H196O14",
  "method": "the ωB97M-V functional and the def2-TZVPD basis",
  "total_charge": 0,
  "homo_lumo_gap_ev": 10.1,
  "symbols": ["C", "C", "C", "C", "C", "C", "H", "H", "H", "H", "H", "H", "H", "H", "H", "H", "H", "H", "H", "H", "C", "C", "C", "C", "C", "C", "H", "H", "H", "H", "H", "H", "H", "H", "H", "H", "H", "H", "H", "H", "C", "C", "C", "C", "C", "C", "H", "H", "H", "H", "H", "H", "H", "H", "H", "H", "H", "H", "H", "H", "C", "C", "C", "C", "C", "C", "H", "H", "H", "H", "H", "H", "H", "H", "H", "H", "H", "H", "H", "H", "C", "C", "C", "C", "C", "C", "H", "H", "H", "H", "H", "H", "H", "H", "H", "H", "H", "H", "H", "H", "C", "C", "C", "C", "C", "C", "H", "H", "H", "H", "H", "H", "H", "H", "H", "H", "H", "H", "H", "H", "C", "C", "C", "C", "C", "C", "H", "H", "H", "H", "H", "H", "H", "H", "H", "H", "H", "H", "H", "H", "C", "C", "C", "C", "C", "C", "H", "H", "H", "H", "H", "H", "H", "H", "H", "H", "H", "H", "H", "H", "C", "C", "C", "C", "C", "C", "H", "H", "H", "H", "H", "H", "H", "H", "H", "H", "H", "H", "H", "H", "C", "C", "C", "C", "C", "C", "H", "H", "H", "H", "H", "H", "H", "H", "H", "H", "H", "H", "H", "H", "C", "C", "C", "C", "C", "C", "H", "H", "H", "H", "H", "H", "H", "H", "H", "H", "H", "H", "H", "H", "O", "C", "O", "C", "C", "C", "H", "H", "H", "H", "H", "H", "O", "C", "O", "C", "C", "C", "H", "H", "H", "H", "H", "H", "O", "C", "O", "C", "C", "C", "H", "H", "H", "H", "H", "H", "O", "C", "O", "C", "C", "C", "H", "H", "H", "H", "H", "H", "O", "C", "O", "C", "C", "C", "H", "H", "H", "H", "H", "H", "O", "C", "O", "C", "C", "C", "H", "H", "H", "H", "H", "H", "O", "C", "O", "C", "C", "C", "H", "H", "H", "H", "H", "H"],
  "xyz": [[20.0561, 22.2097, 26.6534], [21.2564, 21.2278, 26.5281], [22.2009, 21.2131, 27.7766], [21.4290, 20.9789, 29.0363], [22.3423, 20.7771, 30.2571], [23.0521, 22.0872, 30.6569], [20.3473, 23.2144, 26.9725], [19.3725, 21.8671, 27.4222], [19.4880, 22.2579, 25.6830], [20.8214, 20.2302, 26.3912], [21.8864, 21.4566, 25.6900], [22.7853, 22.1207, 27.9072], [22.9684, 20.4140, 27.6818], [20.7298, 21.8061, 29.1817], [20.7747, 20.1275, 28.8734], [21.7779, 20.4804, 31.1860], [23.1038, 19.9893, 30.1052], [22.2739, 22.7999, 31.0538], [23.8700, 21.9813, 31.3957], [23.4421, 22.5865, 29.7728], [12.2830, 23.9591, 23.9812], [13.5529, 24.1583, 24.7843], [14.6073, 23.1005, 24.4740], [15.0497, 23.0824, 23.0312], [16.0461, 21.9894, 22.7501], [15.3902, 20.5578, 22.6350], [11.4654, 24.6016, 24.3823], [11.9392, 22.9097, 24.1132], [12.3676, 24.1285, 22.8685], [13.9325, 25.1690, 24.6936], [13.3255, 24.0823, 25.8453], [14.1855, 22.1469, 24.6912], [15.4709, 23.1559, 25.1410], [14.1636, 23.0483, 22.3952], [15.5189, 24.0326, 22.8181], [16.5713, 22.2102, 21.8318], [16.7821, 22.0021, 23.5398], [14.6919, 20.5064, 21.7577], [16.1135, 19.7633, 22.3912], [14.8240, 20.3278, 23.5234], [22.8324, 11.1511, 24.3532], [22.2889, 11.1438, 22.8973], [21.9833, 12.5894, 22.4833], [21.5938, 12.7346, 21.0063], [21.3436, 14.1895, 20.6676], [20.7418, 14.3106, 19.2869], [22.0757, 11.2657, 25.1577], [23.4965, 12.0282, 24.3646], [23.4104, 10.2770, 24.6203], [23.1008, 10.7153, 22.2709], [21.4791, 10.4932, 22.7468], [22.8919, 13.1941, 22.5561], [21.2429, 13.0076, 23.1611], [22.4492, 12.4143, 20.3962], [20.7156, 12.1533, 20.7206], [20.7277, 14.6433, 21.4892], [22.2807, 14.7567, 20.7943], [21.4206, 13.9930, 18.5433], [19.8539, 13.6958, 19.1791], [20.5095, 15.3614, 19.0333], [17.4448, 18.4410, 19.5109], [18.9707, 18.5339, 19.3497], [19.4555, 19.9656, 19.4607], [19.2347, 20.5969, 20.8844], [20.2189, 21.6856, 21.2079], [20.0723, 22.2515, 22.6018], [17.0504, 17.4508, 19.2420], [16.8975, 19.1526, 18.9473], [17.2128, 18.6966, 20.5694], [19.4415, 18.0124, 20.1508], [19.3650, 18.0543, 18.4696], [18.9739, 20.5226, 18.6018], [20.5324, 20.0345, 19.2819], [18.2107, 20.9715, 21.0214], [19.4322, 19.8503, 21.6653], [21.2103, 21.2570, 21.1993], [20.2446, 22.4784, 20.5015], [20.9267, 22.8676, 22.7957], [19.1784, 22.8625, 22.7756], [20.0251, 21.5110, 23.3880], [29.7325, 21.6541, 25.2875], [31.2064, 21.7745, 24.8452], [32.1664, 22.2870, 25.9148], [33.6046, 21.8578, 25.6352], [34.1147, 22.5810, 24.3636], [35.4160, 21.9287, 23.8196], [29.2075, 21.0341, 24.5483], [29.1937, 22.6011, 25.3725], [29.6647, 21.0941, 26.2402], [31.5831, 20.8172, 24.4964], [31.1841, 22.4549, 24.0066], [31.8758, 21.8214, 26.8998], [32.1216, 23.3524, 26.0129], [34.2425, 22.1201, 26.5000], [33.6694, 20.7988, 25.4575], [33.3247, 22.5661, 23.6046], [34.2659, 23.6802, 24.4744], [35.5623, 22.2705, 22.8071], [36.2919, 22.2250, 24.4275], [35.2750, 20.8547, 23.9234], [17.3854, 19.5691, 25.8376], [18.0287, 18.9217, 24.6164], [17.2169, 17.7650, 24.1028], [17.8715, 16.9990, 22.9689], [17.1100, 15.7247, 22.7406], [17.8069, 14.6975, 21.8894], [17.9922, 20.2783, 26.4036], [17.1136, 18.7927, 26.5468], [16.4033, 19.9991, 25.5622], [18.1374, 19.6089, 23.7725], [19.0314, 18.4981, 24.8710], [16.2128, 18.0982, 23.7741], [17.0299, 17.0602, 24.8923], [18.0147, 17.6373, 22.0577], [18.8874, 16.7042, 23.3338], [16.7872, 15.3289, 23.7024], [16.2039, 15.9385, 22.2106], [17.1969, 13.8374, 21.6436], [18.0543, 15.1124, 20.8984], [18.7562, 14.3464, 22.2519], [25.6859, 15.4787, 24.4944], [25.9494, 13.9862, 24.7899], [27.2488, 13.8138, 25.5713], [27.6470, 12.3538, 25.9089], [26.8748, 11.7310, 27.0884], [27.2496, 10.2568, 27.2777], [26.6340, 15.9689, 24.2335], [25.3549, 15.9981, 25.3549], [25.0148, 15.6167, 23.6538], [25.1539, 13.6293, 25.4458], [25.9828, 13.4003, 23.8593], [27.1762, 14.4310, 26.5209], [28.0808, 14.2393, 25.0138], [27.4521, 11.6448, 25.0888], [28.7216, 12.3537, 26.0781], [27.1135, 12.2590, 28.0126], [25.8074, 11.8425, 26.9503], [26.7800, 9.7644, 28.1521], [27.0129, 9.6735, 26.3941], [28.3670, 10.2101, 27.3804], [19.6454, 17.2572, 28.0727], [18.7813, 17.7653, 29.2516], [19.5818, 17.9196, 30.5872], [18.7466, 18.4137, 31.7503], [18.0827, 19.7479, 31.4207], [17.4499, 20.5082, 32.5783], [19.9575, 16.2089, 28.2221], [20.6220, 17.8029, 27.9449], [19.0780, 17.2961, 27.1081], [18.3555, 18.7111, 28.9221], [17.9399, 17.0741, 29.4223], [20.4530, 18.5763, 30.4502], [20.0006, 16.9763, 30.8685], [17.9640, 17.6946, 32.0091], [19.4085, 18.5100, 32.6428], [18.7870, 20.3990, 30.8806], [17.3255, 19.5166, 30.6554], [17.1861, 21.5031, 32.2443], [16.6296, 19.8842, 33.0064], [18.1941, 20.5515, 33.3838], [24.6137, 22.3312, 12.4127], [23.6026, 22.6113, 13.4793], [24.1234, 22.1407, 14.8175], [23.2706, 22.6374, 16.0240], [23.6242, 21.7215, 17.2025], [23.1906, 22.3633, 18.5553], [24.9087, 21.2828, 12.3809], [25.4609, 22.9261, 12.6506], [24.3165, 22.5977, 11.4185], [23.4834, 23.6661, 13.5430], [22.6196, 22.2277, 13.2548], [25.1607, 22.4105, 14.9954], [24.1099, 21.0340, 14.8644], [23.5903, 23.6124, 16.2138], [22.1782, 22.6327, 15.8389], [23.1681, 20.6819, 17.0751], [24.7135, 21.4685, 17.2039], [23.6591, 23.3511, 18.7712], [22.1640, 22.6454, 18.4719], [23.3334, 21.7658, 19.4043], [22.4542, 15.3180, 25.7235], [21.0238, 15.0199, 25.4287], [20.3365, 13.8622, 26.2197], [18.9694, 13.6054, 25.7296], [18.1216, 12.5946, 26.4893], [16.9310, 12.2421, 25.6879], [22.5194, 15.7959, 26.7450], [22.8316, 16.0976, 24.9980], [23.1055, 14.4906, 25.6644], [20.5071, 16.0265, 25.3630], [21.0008, 14.7102, 24.3918], [20.3586, 14.0063, 27.3767], [20.9632, 12.9218, 26.0710], [18.4131, 14.5413, 25.6203], [19.0706, 13.2080, 24.6812], [18.7231, 11.7166, 26.6635], [17.8878, 13.0424, 27.4525], [16.2321, 11.6758, 26.2861], [16.4303, 13.1219, 25.2528], [17.1792, 11.6874, 24.8064], [19.5645, 13.1138, 31.6118], [20.9369, 13.2771, 30.9056], [21.2657, 14.7645, 30.7434], [22.5411, 15.0100, 29.9458], [22.9063, 16.4886, 29.8384], [24.2605, 16.7206, 29.1868], [19.4607, 12.0825, 31.9132], [18.7123, 13.3218, 30.9759], [19.5165, 13.6764, 32.5495], [21.7004, 12.7322, 31.5149], [20.9140, 12.9094, 29.8782], [21.3266, 15.1985, 31.7403], [20.4062, 15.2065, 30.2046], [23.4413, 14.4627, 30.2719], [22.3667, 14.6693, 28.9151], [22.0895, 16.9947, 29.3063], [22.8734, 16.9390, 30.8553], [24.6488, 17.7932, 29.3176], [24.9828, 16.0579, 29.6475], [24.2119, 16.5362, 28.1281], [24.8020, 13.6383, 19.1132], [25.7461, 14.1204, 19.7295], [26.7348, 14.6800, 19.0798], [27.8160, 15.0645, 19.9877], [27.3264, 14.8183, 21.4362], [26.0751, 13.9285, 21.1866], [27.9913, 16.1184, 19.7818], [28.6587, 14.4649, 19.6277], [27.0285, 15.7283, 21.8738], [28.0344, 14.2802, 22.0502], [25.1920, 14.1366, 21.7882], [26.3198, 12.8916, 21.4199], [28.5845, 17.2419, 28.1074], [27.6811, 18.0183, 27.8630], [26.6950, 17.8431, 26.9283], [25.7349, 18.9542, 26.8509], [26.0430, 19.8440, 28.1112], [27.4636, 19.3465, 28.5164], [24.8296, 18.4569, 26.6726], [25.9197, 19.4735, 25.8963], [25.4190, 19.6367, 28.9657], [25.9838, 20.9089, 27.8676], [27.5507, 19.1955, 29.6349], [28.2724, 20.0205, 28.1683], [26.6494, 22.3207, 21.5436], [26.8694, 21.1222, 21.4826], [27.3670, 20.4049, 22.4905], [27.2832, 18.9763, 22.1720], [27.2120, 18.8520, 20.6434], [26.5678, 20.2133, 20.2934], [26.3628, 18.6191, 22.5764], [28.1185, 18.4997, 22.6780], [26.4384, 18.1069, 20.4841], [28.1404, 18.7592, 20.0870], [25.4926, 20.1536, 20.2279], [27.0513, 20.6360, 19.4257], [22.3803, 23.6213, 24.8540], [23.5659, 23.3707, 24.9710], [24.1113, 22.3282, 24.2601], [25.5743, 22.2561, 24.5136], [25.6865, 22.8410, 25.9227], [24.6457, 23.9535, 25.8878], [25.9845, 22.8474, 23.6985], [25.8891, 21.2377, 24.3158], [26.7038, 23.2211, 26.0892], [25.4616, 22.0335, 26.6476], [25.1363, 24.8924, 25.4667], [24.3173, 24.1465, 26.9119], [21.5904, 27.6868, 20.1029], [22.3113, 26.9334, 20.7653], [23.6188, 27.1185, 20.9013], [24.2413, 25.9428, 21.5247], [23.1580, 24.8600, 21.6025], [21.8951, 25.7481, 21.5533], [24.4866, 26.1986, 22.5698], [25.1780, 25.7770, 20.9892], [23.1840, 24.2363, 22.4882], [23.1847, 24.1996, 20.7043], [21.5197, 26.1464, 22.4878], [21.0412, 25.1595, 21.1994], [23.5818, 16.6843, 21.5548], [23.1254, 17.5321, 22.2831], [23.9384, 18.2462, 23.0728], [23.1696, 19.4110, 23.5721], [21.7253, 18.9457, 23.6176], [21.6863, 18.0286, 22.3722], [23.3177, 20.1410, 22.8212], [23.6227, 19.7377, 24.5000], [21.1208, 19.8521, 23.5524], [21.4067, 18.3496, 24.4885], [21.4521, 18.6452, 21.4555], [20.9828, 17.2047, 22.4873], [23.1147, 19.2514, 20.0571], [23.2897, 18.5244, 19.1263], [24.4772, 18.4970, 18.4979], [24.4355, 17.3774, 17.5069], [23.3075, 16.4825, 17.9736], [22.3487, 17.5872, 18.4968], [25.4147, 16.9195, 17.5444], [24.2381, 17.8098, 16.5236], [23.5512, 15.9124, 18.8459], [22.9365, 15.9002, 17.1339], [21.7600, 17.1156, 19.2612], [21.7489, 18.0993, 17.7720]],
  "forces_ev_per_a": [[0.252, -0.236, -0.773], [-0.005, 0.435, 1.182], [-0.117, -0.568, -0.800], [-0.045, -0.333, 0.822], [-0.104, 0.226, 1.390], [-0.783, 0.668, 0.158], [0.182, -0.019, -0.368], [-0.238, -0.238, 0.064], [0.587, 0.095, 0.928], [0.254, -0.065, 0.014], [-0.079, 0.108, -0.699], [-0.089, 0.421, -0.485], [-0.400, 0.157, -0.180], [0.176, 0.166, 0.334], [-0.047, -0.441, 0.135], [0.226, -0.047, -1.032], [-0.418, 0.152, -0.257], [0.822, -0.642, -0.141], [-0.543, -0.080, -0.347], [0.341, 0.031, -0.015], [-1.075, -0.162, -0.457], [0.258, -0.224, 0.289], [0.073, 0.490, 0.007], [-0.109, 0.454, 0.152], [-0.776, -1.507, -0.553], [0.252, 0.881, -1.427], [0.526, -0.331, -0.447], [0.131, 0.518, -0.141], [0.045, 0.011, 1.240], [0.265, 0.267, -0.396], [-0.259, -0.113, 0.186], [-0.595, -0.954, 0.299], [0.098, 0.352, -0.021], [0.126, -0.306, -0.204], [0.208, 0.478, -0.152], [0.186, -0.014, -0.344], [0.400, -0.170, 0.341], [0.352, 0.367, 0.768], [-0.023, 0.350, 0.512], [-0.077, -0.311, 0.310], [-0.386, 0.488, -0.203], [2.045, 0.803, 0.719], [0.215, -0.874, -1.036], [0.312, 0.260, 0.431], [0.018, 0.509, 1.057], [-0.603, 1.405, 0.500], [0.204, 0.098, -0.668], [-0.007, -0.291, 0.499], [0.181, -0.300, -0.112], [-0.350, 0.439, 0.110], [-1.417, -0.769, -0.027], [0.081, 0.006, 0.465], [-0.239, 0.115, -0.023], [-0.228, -0.253, 0.024], [-0.024, -0.232, 0.159], [-0.060, -0.325, -0.860], [-0.111, -0.197, -0.476], [0.993, -0.546, -0.818], [-0.299, 0.059, 0.080], [-0.228, -0.424, 0.121], [0.617, -0.723, 1.110], [-0.567, 0.554, 0.202], [-0.277, 0.920, -0.199], [-0.297, -0.233, -0.947], [0.174, -0.417, 0.915], [-0.694, 0.581, 0.148], [0.127, 0.186, 0.366], [-0.291, 0.834, -0.903], [-0.091, -0.452, -0.652], [0.273, -0.798, 0.876], [-0.189, -0.072, -0.706], [0.381, -0.018, 1.144], [0.084, -0.192, -0.099], [0.131, -0.237, -0.053], [-0.398, -0.351, -0.239], [0.556, -0.312, -0.347], [-0.194, 0.778, -0.854], [0.465, 0.459, 0.415], [0.008, 0.022, -0.363], [0.129, -0.491, 0.110], [0.248, -1.108, 0.093], [-0.777, 0.575, 0.465], [-0.142, -1.745, 1.076], [0.265, 1.996, -0.359], [0.570, 0.214, -0.076], [-0.708, 0.778, 1.066], [-0.085, 0.280, 0.090], [0.272, 0.011, 0.068], [-0.017, 0.383, -0.243], [-0.148, -0.243, -0.119], [0.292, 0.107, -0.474], [0.076, 0.578, -0.751], [-0.124, 0.717, 0.172], [-0.148, -0.245, -0.362], [-0.049, -0.584, 0.071], [0.185, -0.459, -0.058], [0.011, -0.663, 0.512], [0.298, -0.305, -0.411], [-0.405, -0.168, -0.265], [0.326, -0.130, -0.496], [-0.722, -0.137, -0.092], [0.627, -0.164, 0.218], [-0.753, 0.285, -0.689], [1.160, 0.233, 0.410], [-0.187, -0.386, -0.569], [0.368, 0.051, -1.203], [-0.002, 0.151, -0.416], [0.088, -0.327, 0.223], [0.548, 0.220, 0.068], [0.294, 0.318, 0.219], [-0.438, 0.537, -0.114], [0.345, -0.023, 0.179], [-0.043, -0.383, 0.658], [-0.160, -0.698, 0.696], [-0.362, 0.271, -0.343], [0.177, -0.245, 0.120], [-0.864, 0.390, -0.211], [-0.284, -0.285, 0.297], [-0.087, 0.194, 0.207], [0.378, -0.195, 0.609], [1.131, -0.818, -0.945], [0.210, 0.589, 0.364], [0.105, -0.127, 0.806], [-0.935, 0.059, 0.203], [0.688, -0.071, 0.310], [0.926, 0.113, 0.297], [-0.077, -0.094, -0.112], [-0.604, 0.451, 0.903], [-0.326, 0.117, 0.016], [-0.247, -0.317, -0.348], [-0.125, 0.044, 0.324], [0.153, -0.711, -0.884], [0.040, 0.244, -0.195], [0.172, 0.524, -0.328], [0.100, -0.261, 0.273], [0.021, 0.176, 0.053], [-0.365, 0.018, -0.206], [0.251, 0.406, -0.419], [-0.170, -0.132, -0.189], [-0.911, -0.158, 0.121], [0.338, -0.282, -0.306], [0.940, -0.178, 0.071], [-0.427, 0.221, -0.867], [0.233, 0.667, 0.588], [-0.242, -0.020, -0.789], [0.473, -1.508, 0.434], [-0.223, 0.254, -0.049], [-1.043, -0.094, 0.111], [0.479, 0.037, 0.727], [-0.083, 0.183, 0.248], [0.193, 0.160, -0.090], [-0.270, 0.063, -0.124], [0.204, -0.620, -0.004], [0.063, -0.122, 0.026], [-0.421, -0.014, -0.435], [0.131, -0.094, 0.267], [-0.043, 0.241, 0.245], [-0.483, 0.117, 0.311], [0.163, 0.892, -0.404], [-0.104, 0.396, -0.068], [-0.085, -0.633, -0.337], [0.422, -0.208, 0.237], [-1.581, -0.823, 0.715], [0.527, -2.524, -0.711], [-0.003, -0.547, 1.034], [0.622, 1.177, -1.574], [0.061, -0.094, 0.102], [1.107, 0.358, 0.048], [-0.399, 0.227, -0.585], [-0.238, 1.162, 0.015], [-0.340, -0.449, 0.037], [0.161, 0.292, -0.138], [0.029, 0.284, -0.239], [0.230, 1.790, 0.581], [0.558, -0.027, -0.082], [0.140, 1.347, 0.149], [-0.604, 0.531, 0.036], [0.290, -0.702, -0.488], [-1.066, -0.138, 0.072], [0.166, -1.077, 1.130], [0.196, 2.646, 0.909], [-0.905, 0.185, -0.554], [2.111, 0.215, 1.838], [-0.803, -0.564, -1.627], [1.236, 1.046, 0.025], [-1.303, 0.417, -0.340], [0.220, -0.555, -0.838], [-0.278, -0.756, 0.684], [0.699, -1.099, 0.030], [-0.144, -1.205, 0.709], [-0.200, -0.287, -0.506], [-0.055, 0.123, -1.781], [-0.569, 1.126, 0.127], [-0.073, 0.096, 0.097], [-0.118, 0.395, 0.602], [0.252, -0.454, 0.276], [-0.272, -0.149, 0.248], [-0.442, -0.189, -0.059], [-0.044, -0.016, 0.548], [0.376, -0.712, -0.412], [0.845, -0.570, -0.038], [-0.412, 0.486, 0.570], [0.223, -0.746, -0.027], [0.207, 0.344, -0.717], [-0.517, 0.536, 0.786], [0.182, 1.631, 0.608], [-0.156, -0.489, 0.071], [-0.083, 0.400, -0.127], [-0.015, 0.248, -0.285], [-0.371, 0.467, -0.692], [-0.040, -0.654, 0.171], [0.002, 0.360, 0.062], [0.446, -0.031, 0.299], [-0.506, -0.080, 0.366], [0.026, -0.210, 0.063], [0.308, 0.035, -0.056], [0.206, -0.234, -0.415], [-0.687, -1.505, -0.094], [0.354, -0.123, -0.066], [0.140, -0.245, -0.508], [0.787, 1.031, 1.137], [-1.804, -2.767, -0.843], [1.073, 1.234, 0.138], [-0.155, -0.069, -0.520], [-0.720, -1.455, -1.466], [0.219, 0.473, 0.563], [0.236, -0.030, 0.084], [0.051, 0.175, 0.531], [-0.158, 1.116, 0.681], [0.311, 0.194, 0.132], [0.078, 0.364, 0.060], [-0.092, -0.162, -0.528], [-1.652, 0.821, -0.821], [0.290, -0.404, -0.116], [0.502, -0.251, 0.138], [2.536, 0.288, 0.197], [0.599, -0.872, -0.659], [-0.044, 0.916, 1.137], [-1.736, -0.385, 0.638], [0.321, 0.131, 0.403], [-0.641, 0.019, -0.077], [0.180, -0.436, 0.280], [0.076, 0.370, -1.296], [-0.379, -0.314, 0.317], [0.492, -1.409, 0.164], [-0.682, 1.152, -0.889], [0.164, -0.429, 0.309], [0.980, 0.569, -0.257], [-1.258, 1.104, 0.752], [0.980, 0.017, 0.768], [-0.664, -0.295, 0.472], [0.085, -0.022, -0.099], [0.494, -0.562, -0.685], [0.047, -0.506, 0.286], [-0.336, 0.045, -0.442], [-0.441, 0.288, -0.418], [1.846, 0.212, 0.291], [-1.022, -0.669, -0.332], [0.211, 0.563, 0.622], [-1.363, 0.556, -0.487], [0.904, -0.624, -0.743], [0.727, 0.481, 0.057], [0.505, 0.239, 0.300], [-0.045, -0.176, 0.420], [-0.282, -0.184, 0.182], [-0.090, 0.804, -0.378], [-0.954, -1.083, 0.359], [-0.471, 0.316, -0.400], [1.671, -1.450, 1.487], [-2.347, 1.719, -1.975], [0.909, -0.562, 0.060], [-0.040, 0.527, 1.029], [-0.232, 0.344, -1.047], [-0.493, -1.575, -0.021], [0.114, 0.294, -0.391], [-0.352, -0.368, -0.055], [0.280, 0.013, 0.074], [-0.094, 0.461, 0.662], [0.418, -0.047, 0.702], [0.135, 0.539, -0.503], [-0.218, -0.241, 0.209], [0.108, -0.032, -0.912], [-0.541, 0.595, 0.602], [0.469, -1.646, 0.546], [-0.080, -0.083, -0.381], [-0.154, 0.955, -0.016], [-0.058, 1.087, -0.645], [-0.025, -0.063, 0.159], [-0.321, -0.369, -0.037], [0.522, 0.447, 0.025], [0.357, -0.925, 0.817], [0.051, -0.031, -0.236], [-0.183, 0.869, 0.663], [0.826, 0.589, -0.263], [0.009, -1.138, -0.832], [0.547, 0.544, 0.722], [-0.556, 1.827, -0.776], [0.180, -1.957, 0.314], [0.198, -0.054, -0.126], [0.066, 0.007, 0.065], [0.429, -0.743, 0.136], [-0.146, -0.251, 0.291], [-0.765, 0.293, 0.330], [-0.389, 0.200, -0.548]]
}